17
Properties=species:S:1:pos:R:3:nbo_charge:R:1 method="wB97M-V/def2-TZVPD" total_charge=0 gap_ev=10.23 e_lumo_ev=0.9716 total_energy_ha=-346.92566 e_homo_ev=-9.3 spin_multiplicity=1 smiles=COC[C@H]1C[C@H]1O max_force_ha_per_bohr=0.0074 relative_energy_ev=2.715
C 2.167 -0.384 0.790 -0.25
O 0.900 -0.798 0.348 -0.56
C 0.550 -0.350 -0.943 -0.05
C -0.917 0.048 -1.004 -0.28
C -1.822 -0.472 0.095 -0.45
C -1.521 0.993 -0.012 0.09
O -0.737 1.721 0.886 -0.70
H 2.996 -0.766 0.171 0.17
H 2.277 -0.790 1.795 0.19
H 2.239 0.713 0.837 0.17
H 1.217 0.474 -1.228 0.18
H 0.710 -1.152 -1.677 0.17
H -1.309 0.099 -2.019 0.22
H -2.826 -0.826 -0.134 0.22
H -1.293 -1.050 0.847 0.23
H -2.335 1.602 -0.399 0.18
H -0.521 1.163 1.641 0.48